1.
Formula: C2H7N3
Source: the Open Molecules 2025 dataset
Level of theory: ωB97M-V/def2-TZVPD

The geometry in XYZ format:
```
12
C2H7N3 (ωB97M-V/def2-TZVPD)
C -1.75093 0.05755 0.38991
C -1.25181 -1.21767 0.48750
N 1.70660 -0.85421 -0.37923
N 0.93892 0.05665 -0.12442
N 1.25367 1.27322 0.35282
H -1.29714 0.85773 -0.10217
H -2.63707 0.24636 1.04577
H -0.56713 -1.55975 -0.30112
H -1.72054 -1.86593 1.12363
H 2.68098 -0.56598 -0.19570
H 0.63496 1.73647 0.97232
H 2.19568 1.33406 0.54728
```

Electronic energy   -244.52876 a.u.
ΔE to the lowest compared entry with this formula, charge and spin   3.989 eV
LUMO   1.031 eV
SMILES   [H]/N=N\N.C=C

Löwdin atomic charge list, values in e, 2 entries:
1. C -0.079
2. C -0.068

2.
Formula: C2H7N3
Source: the Open Molecules 2025 dataset
Level of theory: ωB97M-V/def2-TZVPD

The geometry in XYZ format:
```
12
C2H7N3 (ωB97M-V/def2-TZVPD)
C -0.26433 0.82963 -0.48024
C -0.12394 -0.41182 0.38223
H 1.73667 1.30803 -0.50993
H 1.01310 2.11936 0.58113
H -1.28499 1.35421 -0.20979
H -0.51177 0.42570 -1.55932
H -0.75045 -2.44957 0.27427
H -1.06141 -1.49342 -1.12066
H 0.61314 -1.44357 1.76232
N 0.86813 1.79241 -0.44005
N -0.96870 -1.50023 -0.02949
N 0.73455 -0.53073 1.34953
```

Electronic energy   -244.64389 a.u.
ΔE to the lowest compared entry with this formula, charge and spin   0.857 eV
LUMO   0.862 eV
SMILES   [H]/N=C(\N)CN

Löwdin atomic charge list, values in e, 2 entries:
1. C -0.256
2. C -0.493

3.
Formula: C2H7N3
Source: the Open Molecules 2025 dataset
Level of theory: ωB97M-V/def2-TZVPD

The geometry in XYZ format:
```
12
C2H7N3 (ωB97M-V/def2-TZVPD)
C -0.88460 1.06370 -0.42437
C 0.59483 -0.73730 -0.82977
H -1.77576 1.20976 0.15397
H -1.00166 0.98367 -1.54785
H -0.22568 1.96121 -0.19065
H -0.68118 -0.93589 1.92247
H 0.82721 -0.10310 1.42442
H 0.66889 -0.38458 -1.98122
H 1.47672 -1.16129 0.78933
N -0.46200 -0.31346 -0.11408
N -0.15595 -0.12842 1.15825
N 1.61918 -1.45430 -0.36051
```

Electronic energy   -244.51361 a.u.
ΔE to the lowest compared entry with this formula, charge and spin   4.402 eV
LUMO   0.898 eV
SMILES   [H]/N=C\N(C)N

Löwdin atomic charge list, values in e, 2 entries:
1. C -0.096
2. C -0.338

What is the formula in the first record? C2H7N3

Look up the ΔE to the lowest compared entry with this formula, charge and spin of the third one. 4.402 eV

What is the LUMO in the first record? 1.031 eV